Formula: C61H158N10O19
Source: the Open Molecules 2025 dataset
Level of theory: the ωB97M-V functional and the def2-TZVPD basis

Bonds (Å) are listed after each position.
Geometry (Å):
1 C 3.346 24.082 7.558  C2 1.546, H5 1.090, H6 1.090, H7 1.090
2 C 4.576 23.898 8.476  C1 1.546, C3 1.512, O4 1.337, H8 1.090
3 C 4.957 25.236 9.070  C2 1.512, H9 1.090, H10 1.090, H11 1.090
4 O 4.351 23.075 9.506  C2 1.337, H12 0.960
5 H 3.553 24.766 6.735  C1 1.090
6 H 2.447 24.491 8.017  C1 1.090
7 H 3.110 23.123 7.096  C1 1.090
8 H 5.403 23.424 7.948  C2 1.090
9 H 5.134 25.931 8.249  C3 1.090
10 H 5.862 25.138 9.669  C3 1.090
11 H 4.197 25.672 9.718  C3 1.090
12 H 5.147 22.982 10.034  O4 0.960
13 C -1.838 22.002 2.462  C14 1.530, H17 1.090, H18 1.090, H19 1.090
14 C -1.882 21.974 3.991  C13 1.530, C15 1.514, O16 1.403, H20 1.090
15 C -1.044 20.854 4.570  C14 1.514, H21 1.090, H22 1.090, H23 1.090
16 O -1.509 23.248 4.445  C14 1.403, H24 0.960
17 H -1.762 21.003 2.033  C13 1.090
18 H -0.909 22.500 2.185  C13 1.090
19 H -2.708 22.522 2.061  C13 1.090
20 H -2.947 21.840 4.185  C14 1.090
21 H -1.465 20.628 5.550  C15 1.090
22 H -0.016 21.213 4.527  C15 1.090
23 H -1.055 20.007 3.883  C15 1.090
24 H -2.160 23.873 4.118  O16 0.960
25 C -4.688 17.048 1.033  C26 1.550, H29 1.090, H30 1.090, H31 1.090
26 C -5.951 16.162 0.886  C25 1.550, C27 1.572, O28 1.370, H32 1.090
27 C -6.007 14.932 1.864  C26 1.572, H33 1.090, H34 1.090, H35 1.090
28 O -7.120 16.837 1.120  C26 1.370, H36 0.960
29 H -4.594 17.909 0.370  C25 1.090
30 H -3.810 16.457 0.774  C25 1.090
31 H -4.570 17.240 2.099  C25 1.090
32 H -5.947 15.767 -0.130  C26 1.090
33 H -6.087 15.216 2.913  C27 1.090
34 H -5.112 14.341 1.672  C27 1.090
35 H -6.899 14.353 1.624  C27 1.090
36 H -7.737 16.460 0.488  O28 0.960
37 C -2.819 17.966 -4.525  O38 1.435, H46 1.090, H47 1.090, H48 1.090
38 O -1.433 17.949 -4.152  C37 1.435, C39 1.458
39 C -0.972 19.304 -3.877  O38 1.458, C40 1.544, H49 1.090, H50 1.090
40 C 0.551 19.342 -3.621  C39 1.544, N41 1.466, H51 1.090, H52 1.090
41 N 1.265 19.056 -4.869  C40 1.466, C42 1.474, H53 1.010
42 C 1.212 20.204 -5.792  N41 1.474, C43 1.593, H54 1.090, H55 1.090
43 C 1.853 19.852 -7.207  C42 1.593, O44 1.442, H56 1.090, H57 1.090
44 O 1.199 18.796 -7.941  C43 1.442, C45 1.464
45 C -0.121 19.243 -8.389  O44 1.464, H58 1.090, H59 1.090, H60 1.090
46 H -3.018 16.914 -4.728  C37 1.090
47 H -3.035 18.528 -5.433  C37 1.090
48 H -3.493 18.239 -3.713  C37 1.090
49 H -1.392 19.593 -2.914  C39 1.090
50 H -1.430 19.969 -4.609  C39 1.090
51 H 0.874 18.626 -2.865  C40 1.090
52 H 0.833 20.288 -3.160  C40 1.090
53 H 0.778 18.286 -5.305  N41 1.010
54 H 1.784 21.003 -5.319  C42 1.090
55 H 0.207 20.605 -5.920  C42 1.090
56 H 2.898 19.555 -7.129  C43 1.090
57 H 2.011 20.802 -7.718  C43 1.090
58 H 0.007 20.140 -8.995  C45 1.090
59 H -0.802 19.524 -7.585  C45 1.090
60 H -0.564 18.457 -9.000  C45 1.090
61 C 3.830 10.097 -5.741  O62 1.390, H70 1.090, H71 1.090, H72 1.090
62 O 3.326 11.208 -5.075  C61 1.390, C63 1.437
63 C 3.363 10.938 -3.664  O62 1.437, C64 1.547, H73 1.090, H74 1.090
64 C 3.044 12.176 -2.794  C63 1.547, N65 1.457, H75 1.090, H76 1.090
65 N 1.648 12.592 -2.751  C64 1.457, C66 1.428, H77 1.010
66 C 1.511 13.724 -1.892  N65 1.428, C67 1.482, H78 1.090, H79 1.090
67 C 1.585 13.334 -0.464  C66 1.482, O68 1.476, H80 1.090, H81 1.090
68 O 0.939 14.491 0.186  C67 1.476, C69 1.441
69 C 0.722 14.233 1.588  O68 1.441, H82 1.090, H83 1.090, H84 1.090
70 H 3.948 10.226 -6.817  C61 1.090
71 H 3.147 9.249 -5.685  C61 1.090
72 H 4.776 9.805 -5.283  C61 1.090
73 H 4.335 10.652 -3.262  C63 1.090
74 H 2.680 10.155 -3.335  C63 1.090
75 H 3.636 13.014 -3.161  C64 1.090
76 H 3.252 11.917 -1.756  C64 1.090
77 H 1.459 12.806 -3.720  N65 1.010
78 H 0.565 14.201 -2.149  C66 1.090
79 H 2.333 14.414 -2.087  C66 1.090
80 H 2.598 13.215 -0.079  C67 1.090
81 H 0.951 12.455 -0.354  C67 1.090
82 H 0.168 13.314 1.776  C69 1.090
83 H 0.156 15.041 2.052  C69 1.090
84 H 1.674 14.271 2.118  C69 1.090
85 C -1.729 21.684 10.538  O86 1.445, H94 1.090, H95 1.090, H96 1.090
86 O -2.446 20.864 11.486  C85 1.445, C87 1.402
87 C -3.714 21.254 11.939  O86 1.402, C88 1.580, H97 1.090, H98 1.090
88 C -4.923 21.005 10.953  C87 1.580, N89 1.449, H99 1.090, H100 1.090
89 N -6.209 21.590 11.273  C88 1.449, C90 1.447, H101 1.010
90 C -6.689 21.389 12.623  N89 1.447, C91 1.556, H102 1.090, H103 1.090
91 C -8.244 21.404 12.560  C90 1.556, O92 1.470, H104 1.090, H105 1.090
92 O -8.755 20.178 11.931  C91 1.470, C93 1.408
93 C -10.070 20.275 11.436  O92 1.408, H106 1.090, H107 1.090, H108 1.090
94 H -2.280 21.958 9.638  C85 1.090
95 H -0.911 21.085 10.137  C85 1.090
96 H -1.227 22.529 11.010  C85 1.090
97 H -3.718 22.312 12.204  C87 1.090
98 H -3.874 20.722 12.877  C87 1.090
99 H -4.981 19.932 10.767  C88 1.090
100 H -4.637 21.415 9.984  C88 1.090
101 H -6.911 21.104 10.735  N89 1.010
102 H -6.500 22.152 13.377  C90 1.090
103 H -6.337 20.434 13.015  C90 1.090
104 H -8.475 22.363 12.096  C91 1.090
105 H -8.619 21.394 13.584  C91 1.090
106 H -10.235 21.093 10.734  C93 1.090
107 H -10.788 20.436 12.239  C93 1.090
108 H -10.397 19.357 10.947  C93 1.090
109 C -5.111 26.086 2.903  O110 1.419, H118 1.090, H119 1.090, H120 1.090
110 O -4.987 25.248 4.041  C109 1.419, C111 1.439
111 C -5.542 25.942 5.172  O110 1.439, C112 1.541, H121 1.090, H122 1.090
112 C -6.114 24.895 6.147  C111 1.541, N113 1.435, H123 1.090, H124 1.090
113 N -7.160 24.192 5.461  C112 1.435, C114 1.496, H125 1.010
114 C -7.527 22.993 6.277  N113 1.496, C115 1.543, H126 1.090, H127 1.090
115 C -8.392 22.044 5.420  C114 1.543, O116 1.398, H128 1.090, H129 1.090
116 O -8.533 20.905 6.218  C115 1.398, C117 1.443
117 C -8.896 19.769 5.406  O116 1.443, H130 1.090, H131 1.090, H132 1.090
118 H -4.592 27.043 2.919  C109 1.090
119 H -6.166 26.296 2.726  C109 1.090
120 H -4.660 25.712 1.984  C109 1.090
121 H -6.361 26.581 4.841  C111 1.090
122 H -4.860 26.554 5.763  C111 1.090
123 H -6.467 25.344 7.076  C112 1.090
124 H -5.315 24.213 6.438  C112 1.090
125 H -6.772 24.040 4.541  N113 1.010
126 H -7.966 23.214 7.250  C114 1.090
127 H -6.641 22.442 6.591  C114 1.090
128 H -7.804 21.817 4.531  C115 1.090
129 H -9.331 22.530 5.155  C115 1.090
130 H -9.217 18.990 6.097  C117 1.090
131 H -8.036 19.416 4.837  C117 1.090
132 H -9.652 19.960 4.644  C117 1.090
133 C 3.562 22.674 -0.480  O134 1.401, H142 1.090, H143 1.090, H144 1.090
134 O 3.989 21.465 0.084  C133 1.401, C135 1.402
135 C 4.384 21.524 1.428  O134 1.402, C136 1.579, H145 1.090, H146 1.090
136 C 4.153 20.106 2.084  C135 1.579, N137 1.469, H147 1.090, H148 1.090
137 N 5.064 19.132 1.468  C136 1.469, C138 1.445, H149 1.010
138 C 4.835 17.761 1.864  N137 1.445, C139 1.500, H150 1.090, H151 1.090
139 C 5.939 16.798 1.543  C138 1.500, O140 1.460, H152 1.090, H153 1.090
140 O 5.904 16.496 0.115  C139 1.460, C141 1.405
141 C 6.850 15.516 -0.226  O140 1.405, H154 1.090, H155 1.090, H156 1.090
142 H 2.555 23.030 -0.260  C133 1.090
143 H 3.644 22.563 -1.561  C133 1.090
144 H 4.309 23.396 -0.151  C133 1.090
145 H 3.712 22.166 1.997  C135 1.090
146 H 5.412 21.856 1.567  C135 1.090
147 H 3.132 19.747 1.951  C136 1.090
148 H 4.319 20.230 3.154  C136 1.090
149 H 5.151 19.278 0.473  N137 1.010
150 H 3.948 17.435 1.321  C138 1.090
151 H 4.686 17.733 2.943  C138 1.090
152 H 5.804 15.890 2.131  C139 1.090
153 H 6.924 17.102 1.897  C139 1.090
154 H 6.568 14.545 0.181  C141 1.090
155 H 7.844 15.821 0.103  C141 1.090
156 H 6.954 15.323 -1.294  C141 1.090
157 C 9.026 27.350 3.670  O158 1.453, H166 1.090, H167 1.090, H168 1.090
158 O 8.244 28.558 3.476  C157 1.453, C159 1.441
159 C 6.906 28.437 3.998  O158 1.441, C160 1.543, H169 1.090, H170 1.090
160 C 6.068 29.602 3.431  C159 1.543, N161 1.492, H171 1.090, H172 1.090
161 N 5.499 29.226 2.103  C160 1.492, C162 1.469, H173 1.010
162 C 4.610 30.265 1.566  N161 1.469, C163 1.531, H174 1.090, H175 1.090
163 C 3.187 30.241 2.129  C162 1.531, O164 1.412, H176 1.090, H177 1.090
164 O 2.427 29.136 1.688  C163 1.412, C165 1.382
165 C 2.757 27.924 2.266  O164 1.382, H178 1.090, H179 1.090, H180 1.090
166 H 9.989 27.501 3.182  C157 1.090
167 H 8.549 26.542 3.114  C157 1.090
168 H 9.222 27.026 4.692  C157 1.090
169 H 6.923 28.606 5.075  C159 1.090
170 H 6.478 27.439 3.908  C159 1.090
171 H 6.698 30.476 3.269  C160 1.090
172 H 5.288 29.906 4.129  C160 1.090
173 H 6.254 29.058 1.454  N161 1.010
174 H 4.651 30.042 0.500  C162 1.090
175 H 5.079 31.241 1.691  C162 1.090
176 H 2.657 31.101 1.719  C163 1.090
177 H 3.127 30.262 3.217  C163 1.090
178 H 2.729 27.928 3.355  C165 1.090
179 H 3.724 27.520 1.966  C165 1.090
180 H 2.022 27.219 1.880  C165 1.090
181 C -2.798 24.576 -2.709  C182 1.511, H187 1.090, H188 1.090, H189 1.090
182 C -4.133 24.601 -3.416  C181 1.511, C183 1.566, N186 1.437, H190 1.090
183 C -5.352 24.441 -2.446  C182 1.566, O184 1.426, H191 1.090, H192 1.090
184 O -5.192 23.170 -1.819  C183 1.426, C185 1.414
185 C -6.319 22.833 -1.034  O184 1.414, H193 1.090, H194 1.090, H195 1.090
186 N -4.180 25.822 -4.174  C182 1.437, H196 1.010, H197 1.010
187 H -1.974 24.569 -3.422  C181 1.090
188 H -2.709 23.669 -2.112  C181 1.090
189 H -2.577 25.492 -2.160  C181 1.090
190 H -4.100 23.769 -4.119  C182 1.090
191 H -6.239 24.476 -3.079  C183 1.090
192 H -5.431 25.293 -1.771  C183 1.090
193 H -7.233 22.844 -1.627  C185 1.090
194 H -6.433 23.455 -0.146  C185 1.090
195 H -6.054 21.861 -0.619  C185 1.090
196 H -4.347 26.596 -3.547  N186 1.010
197 H -5.000 25.711 -4.754  N186 1.010
198 C 5.353 12.514 8.809  C199 1.498, H204 1.090, H205 1.090, H206 1.090
199 C 5.904 13.842 8.391  C198 1.498, C200 1.516, N203 1.426, H207 1.090
200 C 4.952 15.021 8.441  C199 1.516, O201 1.394, H208 1.090, H209 1.090
201 O 5.476 16.171 7.854  C200 1.394, C202 1.405
202 C 4.634 17.284 7.695  O201 1.405, H210 1.090, H211 1.090, H212 1.090
203 N 7.108 13.972 9.144  C199 1.426, H213 1.010, H214 1.010
204 H 4.382 12.342 8.344  C198 1.090
205 H 5.091 12.574 9.866  C198 1.090
206 H 6.031 11.669 8.696  C198 1.090
207 H 6.212 13.761 7.348  C199 1.090
208 H 4.558 15.049 9.457  C200 1.090
209 H 4.099 14.693 7.848  C200 1.090
210 H 4.289 17.676 8.652  C202 1.090
211 H 3.787 17.132 7.025  C202 1.090
212 H 5.270 18.084 7.318  C202 1.090
213 H 6.841 14.067 10.114  N203 1.010
214 H 7.473 14.880 8.895  N203 1.010
215 C -6.546 13.636 10.043  C216 1.523, H221 1.090, H222 1.090, H223 1.090
216 C -6.849 15.127 10.102  C215 1.523, C217 1.545, N220 1.446, H224 1.090
217 C -6.726 15.854 8.745  C216 1.545, O218 1.445, H225 1.090, H226 1.090
218 O -5.324 16.079 8.474  C217 1.445, C219 1.422
219 C -5.113 16.923 7.350  O218 1.422, H227 1.090, H228 1.090, H229 1.090
220 N -8.157 15.415 10.647  C216 1.446, H230 1.010, H231 1.010
221 H -6.516 13.176 11.031  C215 1.090
222 H -5.540 13.454 9.665  C215 1.090
223 H -7.193 13.057 9.384  C215 1.090
224 H -6.072 15.552 10.738  C216 1.090
225 H -7.165 16.850 8.799  C217 1.090
226 H -7.199 15.402 7.874  C217 1.090
227 H -5.813 16.628 6.569  C219 1.090
228 H -4.095 16.856 6.966  C219 1.090
229 H -5.249 17.982 7.570  C219 1.090
230 H -8.144 16.423 10.707  N220 1.010
231 H -8.121 15.251 11.643  N220 1.010
232 C -0.491 14.658 9.434  C233 1.615, H238 1.090, H239 1.090, H240 1.090
233 C -0.480 13.126 8.925  C232 1.615, C234 1.536, N237 1.468, H241 1.090
234 C -0.681 12.096 10.047  C233 1.536, O235 1.445, H242 1.090, H243 1.090
235 O 0.341 12.174 11.064  C234 1.445, C236 1.448
236 C 0.682 10.882 11.624  O235 1.448, H244 1.090, H245 1.090, H246 1.090
237 N -1.643 13.062 8.032  C233 1.468, H247 1.010, H248 1.010
238 H -0.612 15.355 8.605  C232 1.090
239 H 0.443 15.040 9.845  C232 1.090
240 H -1.329 14.783 10.120  C232 1.090
241 H 0.426 12.857 8.381  C233 1.090
242 H -0.710 11.103 9.598  C234 1.090
243 H -1.675 12.214 10.479  C234 1.090
244 H -0.136 10.325 12.082  C236 1.090
245 H 1.454 11.013 12.381  C236 1.090
246 H 1.225 10.243 10.928  C236 1.090
247 H -1.894 12.097 7.876  N237 1.010
248 H -2.369 13.560 8.528  N237 1.010

## Properties
HOMO level = -0.3024 Eh
F_max = 0.0855 Eh/bohr

Here are the Mulliken charges for atoms 1 to 2, given in e: atom 1 (C): -1.2937, atom 2 (C): 0.5916